The following is a quantum chemistry calculation of C29H37N5O7Sr as an isolated structure in a non-equilibrium geometry, from the Open Molecules 2025 dataset.

Last column: Löwdin charge in e.
Cartesian coordinates (Å):
Sr  -0.510  0.180  -0.068  1.459
O  -0.189  -0.078  2.394  -0.104
C  0.124  1.195  3.010  -0.301
C  0.566  2.345  1.983  -0.646
O  1.334  3.191  2.426  0.024
O  -0.004  2.308  0.867  -0.168
C  1.244  0.831  3.965  -0.129
C  0.968  0.409  5.258  -0.020
C  1.986  -0.017  6.105  -0.101
C  3.294  -0.028  5.659  -0.118
C  3.577  0.380  4.359  -0.084
C  2.564  0.805  3.516  -0.010
C  -1.088  1.778  3.717  -0.144
C  -0.918  2.940  4.470  -0.024
C  -1.998  3.547  5.083  -0.089
C  -3.274  3.011  4.954  -0.113
C  -3.451  1.858  4.209  -0.079
C  -2.362  1.240  3.598  -0.007
H  -1.118  -0.170  2.125  0.014
H  -0.057  0.407  5.607  0.118
H  1.747  -0.343  7.112  0.090
H  4.093  -0.358  6.312  0.087
H  4.594  0.369  3.985  0.092
H  2.793  1.109  2.508  0.112
H  0.069  3.377  4.543  0.122
H  -1.843  4.453  5.658  0.093
H  -4.121  3.493  5.428  0.088
H  -4.428  1.411  4.076  0.102
H  -2.564  0.337  3.040  0.104
N  -3.061  1.275  -0.054  -0.021
N  -3.975  0.405  0.560  -0.042
C  -3.628  -0.951  0.782  -0.784
O  -4.545  -1.698  1.122  -0.031
O  -2.396  -1.226  0.662  -0.194
H  -2.966  2.112  0.511  0.080
H  -3.317  1.512  -1.007  0.065
H  -4.957  0.555  0.383  0.116
C  4.721  -0.999  0.243  -0.066
O  3.829  -2.084  0.032  -0.048
C  2.528  -1.763  0.251  -0.587
O  2.171  -0.694  0.677  0.063
N  1.723  -2.804  -0.105  0.011
N  0.354  -2.518  -0.085  0.002
H  5.712  -1.383  0.008  0.087
H  4.678  -0.665  1.282  0.081
H  4.473  -0.164  -0.414  0.086
H  2.092  -3.361  -0.866  0.145
H  -0.194  -3.339  0.126  0.089
H  0.075  -2.104  -0.990  0.020
C  -3.219  -0.101  -3.266  -0.084
C  -2.385  -1.383  -3.323  -0.409
C  -3.267  -2.566  -3.699  -0.096
C  -1.169  -1.178  -4.200  -0.178
C  -1.244  -1.379  -5.555  -0.122
C  -0.164  -1.151  -6.420  -0.180
C  1.005  -0.688  -5.825  -0.131
C  1.148  -0.459  -4.471  -0.185
C  2.478  0.083  -3.984  -0.398
C  3.170  -0.866  -3.008  -0.088
C  2.361  1.470  -3.353  -0.089
C  0.061  -0.696  -3.523  -0.410
N  0.101  -0.489  -2.240  -0.231
H  -4.061  -0.185  -2.569  0.063
H  -3.627  0.132  -4.254  0.072
H  -2.589  0.739  -2.965  0.061
H  -1.977  -1.545  -2.316  0.095
H  -3.818  -2.390  -4.628  0.056
H  -4.005  -2.767  -2.919  0.066
H  -2.674  -3.470  -3.843  0.072
H  -2.187  -1.729  -5.972  0.083
H  -0.238  -1.318  -7.488  0.050
H  1.872  -0.479  -6.455  0.082
H  3.123  0.174  -4.872  0.108
H  2.509  -0.990  -2.154  0.037
H  4.134  -0.463  -2.677  0.060
H  3.345  -1.846  -3.458  0.077
H  1.710  1.417  -2.481  0.050
H  1.927  2.184  -4.056  0.070
H  3.340  1.850  -3.046  0.059

The HOMO-LUMO gap is 4.047 eV. The total charge is -2. The multiplicity is 1. For the calculated total energy, the calculation gives -53295.7820 eV. The calculation puts the LUMO energy at 4.4 eV.